No. 1
C17H36BF4N5O | ωB97M-V/def2-TZVPD

XYZ file:
```
64
C17H36BF4N5O, DFT ωB97M-V/def2-TZVPD
C -4.123 3.585 -10.351
C -4.389 3.827 -11.828
N -5.803 3.678 -12.083
C -6.756 4.583 -12.497
C -8.015 3.982 -12.517
N -7.772 2.663 -12.368
C -6.441 2.499 -12.066
C -8.765 1.636 -12.629
H -3.074 3.811 -10.159
H -4.375 2.565 -10.063
H -4.741 4.261 -9.761
H -3.776 3.278 -12.543
H -4.172 4.851 -12.133
H -6.630 5.654 -12.544
H -8.991 4.368 -12.772
H -6.052 1.510 -11.869
H -9.771 2.053 -12.607
H -8.637 0.877 -11.857
H -8.579 1.267 -13.637
C -10.305 7.899 -14.256
C -11.456 6.881 -14.508
N -11.753 6.813 -15.912
C -10.971 6.322 -16.935
C -11.800 6.110 -18.036
N -13.111 6.477 -17.709
C -13.011 6.978 -16.385
C -14.334 6.219 -18.482
H -10.512 8.899 -14.638
H -9.330 7.683 -14.694
H -10.190 8.044 -13.181
H -12.359 7.236 -14.011
H -11.219 5.880 -14.146
H -9.920 6.146 -16.759
H -11.679 5.656 -19.009
H -13.795 7.398 -15.772
H -14.482 7.065 -19.153
H -15.162 6.119 -17.781
H -14.165 5.339 -19.102
C -9.265 0.560 -20.432
N -9.326 1.924 -19.655
C -9.233 2.989 -20.817
C -10.720 2.080 -18.985
C -8.176 2.125 -18.614
C -8.089 0.965 -17.584
O -7.465 1.409 -16.459
H -9.122 -0.106 -19.581
H -8.387 0.533 -21.079
H -10.176 0.431 -21.015
H -9.991 2.745 -21.562
H -8.225 3.029 -21.229
H -9.379 4.029 -20.525
H -10.865 3.042 -18.494
H -10.739 1.368 -18.161
H -11.535 2.043 -19.708
H -8.368 3.047 -18.065
H -7.236 2.217 -19.158
H -7.538 0.102 -17.958
H -9.039 0.518 -17.292
H -8.043 1.574 -15.710
B -10.861 3.152 -14.960
F -11.262 3.590 -13.698
F -9.498 3.445 -15.160
F -10.976 1.784 -15.100
F -11.602 3.675 -15.950
```

Computed properties:
Kohn-Sham gap ... 0.3787 Ha
Energy above the lowest of the compared OMol25 structures with the same formula, charge and spin ... 37.7 kcal/mol
Total charge ... +2
E_LUMO ... -4.420 eV
Max |F| ... 0.0927 hartree/bohr

Atomic partial charges in e from the Löwdin method, atoms 1 to 2: number 1, C, carries -0.047; number 2, C, carries -0.173

No. 2
C23H17FeN3O6 | ωB97M-V/def2-TZVPD

XYZ file:
```
50
C23H17FeN3O6, DFT ωB97M-V/def2-TZVPD
Fe -0.397 -0.888 -0.720
O -1.996 -1.753 -1.237
C -3.093 -1.119 -0.893
C -4.114 -1.790 -0.200
C -5.277 -1.136 0.144
C -5.476 0.208 -0.185
C -4.488 0.878 -0.875
C -3.303 0.235 -1.240
C -2.301 0.961 -1.999
N -1.182 0.461 -2.335
C -0.295 1.257 -3.189
C 1.126 0.724 -3.020
N 1.273 0.652 -1.593
C 2.215 1.222 -0.963
C 2.103 1.438 0.464
C 3.216 1.800 1.226
C 3.102 2.145 2.556
C 1.818 2.163 3.127
C 0.702 1.826 2.405
C 0.782 1.416 1.036
O -0.267 1.073 0.394
H -3.938 -2.822 0.071
H -6.041 -1.670 0.697
H -6.385 0.717 0.107
H -4.620 1.921 -1.143
H -2.574 1.977 -2.312
H -0.346 2.311 -2.896
H -0.617 1.168 -4.231
H 1.871 1.361 -3.513
H 1.172 -0.283 -3.433
H 3.077 1.655 -1.493
H 4.194 1.794 0.751
H 3.974 2.403 3.142
H 1.704 2.440 4.170
H -0.280 1.808 2.861
O 2.763 -2.684 -2.302
C 1.868 -2.231 -1.609
O 0.678 -1.909 -1.995
C 2.075 -1.997 -0.125
C 3.231 -2.130 0.613
C 3.162 -1.882 1.982
C 1.949 -1.554 2.574
C 0.836 -1.444 1.762
N 0.938 -1.637 0.456
C -0.606 -1.157 2.160
O -0.906 -1.053 3.340
O -1.361 -1.121 1.130
H 4.142 -2.422 0.109
H 4.055 -1.960 2.590
H 1.835 -1.372 3.634
```

Computed properties:
Kohn-Sham gap (alpha / beta) ... 0.2438 / 0.2743 Ha
Spin multiplicity ... 2
Total charge ... -1
E_LUMO (alpha / beta) ... 2.083 / 2.874 eV
Max |F| ... 0.0220 hartree/bohr

Atomic partial charges in e from the Löwdin method, atoms 1 to 2: number 1, Fe, carries 0.870; number 2, O, carries -0.128

No. 3
C7H14 | ωB97M-V/def2-TZVPD

XYZ file:
```
21
C7H14, DFT ωB97M-V/def2-TZVPD
C -3.457 0.558 -0.397
C -3.640 -0.511 0.378
C 2.096 0.951 0.371
C 2.811 -0.333 -0.116
C 1.477 -1.228 -0.390
C 0.276 -0.434 0.115
C 0.591 0.962 -0.254
H -4.240 0.994 -0.949
H -2.356 0.688 -0.777
H -4.633 -0.889 0.737
H -2.821 -1.252 0.725
H 1.660 1.001 1.503
H 2.508 2.056 0.339
H 3.442 -0.557 0.828
H 3.227 -0.140 -1.012
H 1.465 -2.148 0.177
H 1.423 -1.395 -1.484
H 0.320 -0.519 1.236
H -0.693 -0.800 -0.136
H 0.117 1.734 0.345
H 0.428 1.260 -1.238
```

Computed properties:
Kohn-Sham gap ... 0.4171 Ha
Structure (SMILES) ... C1CCCC1.C=C
Energy above the lowest of the compared OMol25 structures with the same formula, charge and spin ... 77.5 kcal/mol
E_LUMO ... 1.135 eV
Max |F| ... 0.1245 hartree/bohr

Atomic partial charges in e from the Löwdin method, atoms 1 to 2: number 1, C, carries -0.086; number 2, C, carries -0.106

No. 4
C38H31N8Ti | ωB97M-V/def2-TZVPD

XYZ file:
```
78
C38H31N8Ti, DFT ωB97M-V/def2-TZVPD
Ti -0.249 0.163 0.541
C -1.307 2.352 -4.473
C 0.029 2.553 -4.146
C 0.626 1.795 -3.153
C -0.126 0.831 -2.477
C -1.468 0.635 -2.796
C -2.053 1.391 -3.800
N 0.456 0.085 -1.422
C 1.600 -0.609 -1.644
C 2.148 -0.889 -2.919
C 3.277 -1.666 -3.011
C 3.910 -2.183 -1.868
C 3.403 -1.928 -0.606
C 2.263 -1.150 -0.501
N 1.656 -0.802 0.705
N 2.221 -1.073 1.784
C 1.497 -0.586 2.884
C 2.029 -0.720 4.153
C 1.337 -0.151 5.212
C 0.156 0.530 4.954
C -0.315 0.601 3.654
N 0.330 0.038 2.624
H -1.763 2.933 -5.263
H 0.611 3.294 -4.679
H 1.668 1.946 -2.894
H -2.048 -0.130 -2.290
H -3.086 1.218 -4.072
H 1.662 -0.519 -3.810
H 3.683 -1.896 -3.987
H 4.796 -2.793 -1.981
H 3.866 -2.329 0.285
H 2.966 -1.243 4.283
H 1.719 -0.228 6.222
H -0.402 1.002 5.750
H -1.237 1.118 3.423
C -3.870 -1.631 2.528
C -4.918 -0.902 1.982
C -4.632 0.176 1.158
C -3.308 0.487 0.897
N -2.290 -0.242 1.393
C -2.577 -1.272 2.203
C -2.867 1.681 0.142
C -3.704 2.586 -0.480
C -3.139 3.710 -1.068
C -1.773 3.922 -0.980
C -0.993 2.977 -0.334
N -1.536 1.862 0.174
C 0.459 3.106 -0.085
C 1.158 4.268 -0.355
C 2.503 4.345 -0.022
C 3.096 3.254 0.583
C 2.331 2.125 0.819
N 1.037 2.029 0.491
H -4.049 -2.465 3.192
H -5.944 -1.162 2.205
H -5.432 0.773 0.746
H -1.732 -1.823 2.597
H -4.774 2.434 -0.505
H -3.768 4.432 -1.572
H -1.333 4.813 -1.403
H 0.663 5.117 -0.803
H 3.067 5.247 -0.221
H 4.136 3.266 0.879
H 2.787 1.270 1.295
N -0.791 -2.045 -0.159
C 0.064 -3.223 -0.041
C 0.480 -3.884 -1.186
C 1.298 -4.999 -1.075
C 1.690 -5.453 0.176
C 1.260 -4.791 1.319
C 0.449 -3.671 1.214
H -0.955 -1.907 -1.153
H -1.699 -2.286 0.228
H 0.156 -3.543 -2.165
H 1.613 -5.524 -1.967
H 2.317 -6.330 0.263
H 1.552 -5.154 2.296
H 0.116 -3.159 2.111
```

Computed properties:
Kohn-Sham gap (alpha / beta) ... 0.2015 / 0.2017 Ha
Energy above the lowest of the compared OMol25 structures with the same formula, charge and spin ... 0.0 kcal/mol
Total charge ... +3
E_LUMO (alpha / beta) ... -10.208 / -10.205 eV
Max |F| ... 0.0361 hartree/bohr

Atomic partial charges in e from the Löwdin method, atoms 1 to 2: number 1, Ti, carries 1.199; number 2, C, carries -0.042

No. 5
C6H9O2 | ωB97M-V/def2-TZVPD

XYZ file:
```
17
C6H9O2, DFT ωB97M-V/def2-TZVPD
O -2.419 0.615 -0.841
C -1.943 0.200 0.322
O -2.264 0.511 1.488
C -0.763 -0.629 0.163
C 0.406 0.134 -0.203
C 1.844 -0.236 -0.133
C 2.228 -1.424 -0.805
C 2.701 0.492 0.698
H -0.344 -0.618 -0.952
H -0.720 -1.560 0.674
H 0.307 1.254 -0.192
H 0.563 1.461 -2.377
H 1.368 -2.077 -1.112
H 3.281 -1.691 -0.633
H 3.719 0.117 0.713
H 2.561 1.357 1.304
H -0.103 1.525 -2.850
```

Computed properties:
Kohn-Sham gap ... 0.1889 Ha
Energy above the lowest of the compared OMol25 structures with the same formula, charge and spin ... 146.4 kcal/mol
Total charge ... -1
E_LUMO ... 2.700 eV
Max |F| ... 0.1002 hartree/bohr

Atomic partial charges in e from the Löwdin method, atoms 1 to 2: number 1, O, carries -0.121; number 2, C, carries -0.710

No. 6
C3H10OS2 | ωB97M-V/def2-TZVPD

XYZ file:
```
16
C3H10OS2, DFT ωB97M-V/def2-TZVPD
C -0.933 -1.201 -1.585
S -0.337 0.420 -1.949
S 0.492 -0.178 -3.813
H -1.782 -1.437 -2.372
H -0.076 -1.979 -1.568
H -1.138 -1.356 -0.483
H -0.198 0.755 -4.475
C 0.643 0.358 1.165
O 0.586 -1.029 1.537
C 0.020 1.294 2.363
H 0.225 0.332 0.219
H 1.789 0.610 1.026
H 1.032 -1.151 2.373
H -0.943 0.966 2.800
H -0.183 2.118 1.654
H 0.803 1.478 3.108
```

Computed properties:
Kohn-Sham gap ... 0.3312 Ha
Structure (SMILES) ... CCO.CSS
Energy above the lowest of the compared OMol25 structures with the same formula, charge and spin ... 45.7 kcal/mol
E_LUMO ... 0.408 eV
Max |F| ... 0.1012 hartree/bohr

Atomic partial charges in e from the Löwdin method, atoms 1 to 2: number 1, C, carries -0.577; number 2, S, carries 0.405